(1)
12
Properties=species:S:1:pos:R:3:lowdin_charge:R:1 method="wB97M-V/def2-TZVPD" lumo_energy_ev=-0.695 homo_lumo_gap_ev=7.100 de_lowest_kcal_mol=142.4 fmax_ev_per_a=0.62
C 1.63734 0.49782 -0.07203 0.146
C 1.50190 -0.74260 0.05777 0.026
C 0.18818 -1.33942 0.30957 -0.061
C -0.03259 0.16769 0.40212 -0.198
C -1.11757 0.73744 -0.54326 -0.468
O -2.13901 0.38888 0.19566 -0.188
H 2.15508 1.41732 -0.27825 0.111
H 0.07064 -1.90697 1.23283 0.128
H -0.27777 -1.81992 -0.55318 0.136
H -0.12486 0.50406 1.43232 0.148
H -0.95822 0.26304 -1.54636 0.114
H -0.90770 1.82766 -0.67904 0.107



(2)
12
Properties=species:S:1:pos:R:3:lowdin_charge:R:1 method="wB97M-V/def2-TZVPD" lumo_energy_ev=0.900 homo_lumo_gap_ev=10.735 smiles="C#C[C@@H](C)C=O" de_lowest_kcal_mol=43.8 fmax_ev_per_a=0.55
C -0.77412 -0.12999 1.24533 -0.062
C 0.24739 0.45431 0.26499 -0.352
C 1.52811 -0.38415 0.22037 -0.229
O 1.54850 -1.57234 0.41321 0.073
C -0.29399 0.48705 -1.10121 -0.117
C -0.75699 0.42732 -2.21112 0.133
H -1.64955 0.52188 1.30812 0.084
H -1.09235 -1.11808 0.90679 0.087
H -0.33384 -0.23046 2.24198 0.085
H 0.52680 1.47409 0.56262 0.140
H 2.45727 0.17254 -0.01563 0.128
H -1.17720 0.37044 -3.19120 0.030



(3)
12
Properties=species:S:1:pos:R:3:lowdin_charge:R:1 method="wB97M-V/def2-TZVPD" lumo_energy_ev=-0.389 homo_lumo_gap_ev=7.758 de_lowest_kcal_mol=99.5 fmax_ev_per_a=0.64
C 0.81402 -0.24249 0.12975 -0.174
C 1.14969 0.75054 -1.01561 -0.222
C -0.30421 1.30270 -1.06631 0.083
C -0.58334 0.30690 -0.06293 -0.344
C -1.69860 -0.15178 0.55542 -0.087
O -1.58951 -1.18172 1.38757 0.076
H 1.25836 -0.01027 1.10832 0.111
H -0.64415 -1.41839 1.36220 0.102
H 0.96709 -1.31117 -0.09160 0.108
H 1.40712 0.23816 -1.95474 0.107
H 1.93303 1.48843 -0.79566 0.101
H -2.70949 0.22909 0.44359 0.140



(4)
12
Properties=species:S:1:pos:R:3:lowdin_charge:R:1 method="wB97M-V/def2-TZVPD" lumo_energy_ev=1.090 homo_lumo_gap_ev=11.048 de_lowest_kcal_mol=73.8 fmax_ev_per_a=0.66
C 2.19496 0.13682 0.44312 0.122
C 1.41722 0.10495 -0.47865 -0.068
C 0.05705 0.14901 -1.05567 -0.327
C -0.82856 -0.81286 -0.23055 -0.079
C -0.94421 0.42444 0.66996 -0.181
O -0.62230 1.26897 -0.45352 -0.086
H 2.84737 0.17948 1.28501 0.036
H -0.00402 0.15842 -2.14728 0.142
H -1.75819 -1.04101 -0.75763 0.112
H -0.36806 -1.71635 0.17348 0.112
H -0.11409 0.44965 1.39073 0.100
H -1.87716 0.69847 1.16102 0.117



(5)
12
Properties=species:S:1:pos:R:3:lowdin_charge:R:1 method="wB97M-V/def2-TZVPD" lumo_energy_ev=0.399 homo_lumo_gap_ev=8.770 de_lowest_kcal_mol=74.0 fmax_ev_per_a=1.10
C 0.52346 -1.27561 -0.84831 -0.105
C 0.88988 -0.21940 0.19605 -0.216
C -0.27237 0.64790 0.62441 -0.348
C -0.46140 2.00376 0.48169 0.163
C -1.47559 0.43481 1.20194 -0.156
O -2.53509 0.33176 1.68200 0.172
H -0.24638 -1.95437 -0.46640 0.073
H 0.14356 -0.80209 -1.75869 0.077
H 1.39585 -1.88094 -1.12080 0.073
H 1.64480 0.46462 -0.20867 0.112
H 1.33932 -0.70638 1.07047 0.112
H -1.37185 2.47678 0.87857 0.041



(6)
12
Properties=species:S:1:pos:R:3:lowdin_charge:R:1 method="wB97M-V/def2-TZVPD" lumo_energy_ev=-0.973 homo_lumo_gap_ev=7.317 de_lowest_kcal_mol=118.3 fmax_ev_per_a=0.72
C -1.25091 -0.96239 -0.23042 -0.022
C -0.16431 0.01243 -0.16745 -0.186
C -0.17280 1.48104 -0.01238 -0.121
O 1.19278 1.40883 0.47905 -0.052
C 1.16155 -0.01129 0.17480 -0.361
C 1.96186 -1.13880 0.16258 0.180
H -0.87652 -1.93726 -0.54132 0.088
H -2.07518 -0.59634 -0.84549 0.089
H -1.61758 -1.03832 0.80318 0.109
H -0.95782 1.88169 0.64238 0.138
H -0.20550 2.01480 -0.96790 0.139
H 3.00442 -1.11440 0.50295 -0.004



(7)
12
Properties=species:S:1:pos:R:3:lowdin_charge:R:1 method="wB97M-V/def2-TZVPD" lumo_energy_ev="-0.141 / -0.186" homo_lumo_gap_ev="7.771 / 7.239" de_lowest_kcal_mol=150.5 fmax_ev_per_a=3.00
C -2.63689 0.96133 0.02328 0.143
C -1.70333 0.23415 -0.13012 -0.160
C 0.90178 0.34392 0.11553 -0.180
C 2.25068 0.12034 -0.32248 -0.026
C -0.61108 -0.57545 -0.28236 -0.221
O -0.63958 -1.83231 0.23155 0.014
H -3.26970 1.74297 -0.11749 0.002
H 0.97655 -0.03118 1.09826 0.080
H 0.58142 1.30802 -0.26920 0.093
H 2.81225 -0.81476 0.08792 0.083
H 2.74511 0.73931 -1.12054 0.058
H -1.40719 -2.19635 0.68565 0.113



(8)
12
Properties=species:S:1:pos:R:3:lowdin_charge:R:1 method="wB97M-V/def2-TZVPD" lumo_energy_ev=1.127 homo_lumo_gap_ev=10.567 de_lowest_kcal_mol=90.2 fmax_ev_per_a=1.07
C 1.09154 -0.37529 -0.39776 -0.134
C 0.32603 0.88670 -0.12903 -0.205
C -1.15055 0.48062 -0.19643 -0.259
O -1.23542 -0.87313 -0.56905 -0.047
C -0.07895 -1.19399 0.11711 -0.135
C -0.41856 0.40347 1.08173 0.012
H 1.91860 -0.51039 0.30812 0.122
H 1.42857 -0.58095 -1.41939 0.114
H 0.66836 1.88652 -0.36274 0.130
H -1.97860 1.10230 -0.50181 0.145
H 0.03999 -2.29195 0.12551 0.141
H -0.61101 1.06610 1.94376 0.115



(9)
12
Properties=species:S:1:pos:R:3:lowdin_charge:R:1 method="wB97M-V/def2-TZVPD" lumo_energy_ev=1.080 homo_lumo_gap_ev=9.754 smiles=Cc1ccoc1 de_lowest_kcal_mol=9.1 fmax_ev_per_a=0.33
C -1.75194 -0.11075 0.01136 -0.053
C -0.27857 0.16395 -0.11762 -0.274
C 0.48415 1.29261 -0.13422 -0.077
O 1.81014 0.98389 -0.03482 -0.011
C 1.89439 -0.36371 0.04730 -0.129
C 0.66536 -0.91402 -0.03277 -0.048
H -2.41947 0.71400 -0.24825 0.074
H -1.96225 -0.39260 1.05136 0.082
H -2.02512 -0.97514 -0.60485 0.077
H 0.29523 2.35694 -0.14015 0.126
H 2.86991 -0.78973 0.22869 0.120
H 0.41816 -1.96544 -0.02603 0.112



(10)
12
Properties=species:S:1:pos:R:3:lowdin_charge:R:1 method="wB97M-V/def2-TZVPD" lumo_energy_ev=0.012 homo_lumo_gap_ev=8.879 de_lowest_kcal_mol=130.6 fmax_ev_per_a=0.93
C -0.48673 1.79436 -0.42287 -0.083
C -0.54267 0.81599 -1.36532 -0.015
C -0.06826 -0.10663 -0.49463 -0.254
C 1.24554 -0.59772 0.03933 -0.106
O 0.56614 -1.63502 0.76905 -0.097
C -0.72349 -1.12881 0.37712 -0.108
H -1.04144 2.72084 -0.40358 0.047
H -0.01524 1.56845 0.54910 0.058
H 1.88288 -0.95262 -0.77489 0.136
H 1.82619 0.07562 0.69164 0.142
H -1.29816 -0.73761 1.23375 0.146
H -1.34476 -1.81685 -0.19869 0.134